Formula: C50H37F5LuN9O2S5
Source: the Open Molecules 2025 dataset
Level of theory: ωB97M-V/def2-TZVPD

Element x y z (Å)
1 Lu 0.05 -0.19 0.01
2 C -1.39 3.62 2.66
3 C -0.65 2.67 1.94
4 N -1.21 1.67 1.28
5 C -2.56 1.56 1.29
6 C -3.38 2.46 1.99
7 C -2.75 3.51 2.69
8 C -4.80 2.31 1.97
9 C -5.37 1.29 1.32
10 C -4.57 0.32 0.64
11 C -5.14 -0.81 0.02
12 C -4.33 -1.74 -0.57
13 C -2.95 -1.51 -0.57
14 N -2.39 -0.45 -0.03
15 C -3.17 0.46 0.60
16 H -0.87 4.42 3.17
17 H 0.42 2.78 1.87
18 H -3.36 4.21 3.25
19 H -5.40 3.04 2.50
20 H -6.45 1.16 1.31
21 H -6.22 -0.94 0.03
22 H -4.72 -2.64 -1.02
23 H -2.28 -2.24 -1.02
24 F 3.06 -0.10 6.61
25 C 2.10 -0.34 5.72
26 C 2.33 -0.16 4.37
27 F 3.52 0.27 3.94
28 C 1.31 -0.40 3.48
29 F 1.55 -0.19 2.17
30 C 0.04 -0.83 3.83
31 S -1.17 -1.09 2.64
32 C -0.16 -1.00 5.21
33 F -1.35 -1.38 5.66
34 C 0.85 -0.76 6.13
35 F 0.61 -0.92 7.43
36 C 2.97 1.48 -0.92
37 C 3.39 0.09 -0.57
38 C 4.76 -0.19 -0.42
39 C 5.15 -1.44 -0.05
40 C 4.19 -2.45 0.15
41 C 4.56 -3.75 0.51
42 C 3.60 -4.71 0.68
43 C 2.25 -4.38 0.49
44 C 1.83 -3.11 0.13
45 S 0.14 -2.83 -0.16
46 C 2.82 -2.10 -0.03
47 N 2.45 -0.82 -0.37
48 H 3.84 2.07 -1.21
49 H 1.37 1.49 0.44
50 H 2.20 0.81 -2.73
51 H 5.49 0.60 -0.60
52 H 6.20 -1.68 0.08
53 H 5.61 -3.99 0.63
54 H 3.87 -5.71 0.97
55 H 1.48 -5.14 0.61
56 N -3.40 1.52 -8.35
57 C -2.43 2.03 -7.50
58 C -1.34 1.24 -7.11
59 C -0.38 1.74 -6.26
60 C -0.50 3.04 -5.77
61 C -1.57 3.83 -6.14
62 C -2.54 3.33 -6.99
63 S 0.79 3.75 -4.79
64 O 1.92 3.97 -5.65
65 O 0.23 4.90 -4.12
66 N 1.15 2.52 -3.79
67 C 1.52 2.63 -2.53
68 S 1.47 4.03 -1.54
69 C 1.93 3.55 0.08
70 C 2.28 2.14 0.30
71 N 1.98 1.44 -1.98
72 H -3.13 0.73 -8.91
73 H -3.97 2.19 -8.83
74 H -1.25 0.24 -7.52
75 H 0.47 1.15 -5.96
76 H -1.63 4.85 -5.77
77 H -3.38 3.95 -7.29
78 H 2.58 4.30 0.51
79 H 2.90 2.04 1.19
80 C -3.52 3.92 -1.37
81 C -2.54 3.40 -2.43
82 C -1.67 2.36 -1.88
83 N -1.00 1.55 -1.42
84 H -4.07 4.76 -1.78
85 H -2.99 4.25 -0.48
86 H -4.23 3.14 -1.08
87 H -1.88 4.19 -2.78
88 H -3.06 2.99 -3.29
89 S -0.20 -2.40 -6.94
90 C -0.14 -1.83 -5.24
91 C 1.03 -1.91 -4.51
92 C 1.03 -1.45 -3.20
93 N -0.04 -0.91 -2.61
94 C -1.17 -0.85 -3.33
95 C -1.27 -1.31 -4.63
96 C -1.05 -3.94 -6.63
97 C -2.39 -4.08 -6.95
98 C -3.00 -5.30 -6.71
99 N -2.37 -6.34 -6.18
100 C -1.08 -6.19 -5.87
101 C -0.38 -5.02 -6.07
102 H 1.94 -2.31 -4.94
103 H 1.92 -1.54 -2.59
104 H -2.03 -0.41 -2.84
105 H -2.21 -1.24 -5.17
106 H -2.94 -3.26 -7.39
107 H -4.05 -5.45 -6.94
108 H -0.59 -7.06 -5.44
109 H 0.67 -4.94 -5.80

Its HOMO-LUMO gap is 5.0047 eV. The multiplicity is 1. Its net charge is 0. Its LUMO energy is -0.79 eV. The value obtained for the total energy is -6296.75522 Ha. The HOMO energy comes out at -5.795 eV.